[1]
A molecular structure, C12H17Cl2GdNS, computed with the ωB97M-V functional and the def2-TZVPD basis.

```
34
Properties=species:S:1:pos:R:3:mulliken_spin:R:1
Gd 0.00 0.00 0.00 6.909
Cl -1.63 1.62 -0.01 0.017
Cl 0.14 -2.29 0.08 0.014
C -3.06 -1.03 -0.86 0.003
H -2.81 -1.79 -0.13 0.000
H -4.03 -0.54 -0.76 0.001
C 1.23 0.53 -1.23 -0.011
C -2.21 -0.69 -1.84 0.010
H 2.21 0.98 -0.99 0.019
C -2.48 0.35 -2.88 0.000
H -1.25 -1.19 -1.90 0.000
C -1.32 0.50 -3.89 -0.003
H -3.41 0.12 -3.41 -0.001
H -2.61 1.32 -2.38 -0.001
C -0.09 1.22 -3.32 0.011
H -1.03 -0.50 -4.24 -0.001
H -1.69 1.05 -4.76 0.000
C 0.97 0.30 -2.69 -0.019
H 0.39 1.79 -4.12 0.003
H -0.42 1.96 -2.57 -0.005
H 0.71 -0.75 -2.88 -0.004
H 1.93 0.47 -3.21 0.001
S -1.33 -0.55 2.27 -0.065
C 0.06 -0.50 3.13 0.035
N 0.70 0.68 3.32 0.046
C 1.87 0.75 4.02 0.001
C 2.44 -0.41 4.55 0.014
C 1.80 -1.63 4.36 0.022
C 0.60 -1.69 3.65 0.003
H 0.30 1.57 2.93 -0.006
H 2.36 1.71 4.16 0.000
H 3.37 -0.36 5.10 0.002
H 2.23 -2.54 4.77 0.003
H 0.11 -2.64 3.50 0.001
```

<S²>: 16.1224
Total charge: -1
Spin multiplicity: 8
F_max: 8.8 eV Å⁻¹
DFT total energy: -2606.29821 Eh

[2]
A molecular structure, C12H17Cl5O3Ti, computed with the ωB97M-V functional and the def2-TZVPD basis.

```
38
Properties=species:S:1:pos:R:3:mulliken_charge:R:1
C 1.29 -0.87 0.95 1.755
C 1.97 0.36 1.13 0.097
C 1.77 1.17 -0.05 1.037
C 2.83 0.73 2.27 -1.766
C 0.96 0.42 -0.96 0.789
C 0.78 -0.90 -0.41 0.051
C 0.17 -2.01 -1.11 -1.540
C 1.37 -2.03 1.84 -1.752
C 2.38 2.50 -0.27 -2.008
C 0.64 0.80 -2.34 -1.482
Ti -1.03 -0.19 0.60 0.030
Cl -0.17 2.07 3.08 -0.786
Cl -1.69 -0.74 2.76 -0.477
Cl -1.09 2.18 0.09 -0.437
H 2.47 0.24 3.16 0.352
H 2.77 1.80 2.48 0.377
H 3.87 0.45 2.08 0.338
H 2.15 3.16 0.56 0.386
H 1.98 2.95 -1.16 0.357
H 3.46 2.39 -0.36 0.316
H 0.65 1.90 -2.47 0.375
H -0.34 0.44 -2.63 0.219
H 1.38 0.34 -3.01 0.232
H -0.22 -1.80 -2.11 0.345
H -1.09 -2.49 -0.50 0.338
H 0.69 -2.97 -0.93 0.348
H 1.18 -1.76 2.89 0.381
H 2.38 -2.48 1.79 0.292
H 0.63 -2.80 1.57 0.351
O -1.79 -2.10 0.31 -0.425
H -2.60 -2.55 -0.08 0.171
Cl -5.32 -0.87 -0.32 -0.193
C -4.55 0.39 -1.39 -0.019
Cl -4.71 2.02 -0.73 -0.137
C -3.09 0.05 -1.52 0.536
O -2.46 -0.11 -2.55 -0.660
O -2.65 -0.02 -0.30 -0.142
H -4.97 0.32 -2.38 0.352
```

Total charge: -2
F_max: 4.2 eV Å⁻¹
DFT total energy: -3843.69533 Eh

[3]
A single C12H17ClO2 molecule, computed with the ωB97M-V functional and the def2-TZVPD basis.

```
32
Properties=species:S:1:pos:R:3:mulliken_charge:R:1
C 0.19 -3.29 -2.67 -0.413
C -0.33 -3.58 -1.41 -0.562
C 0.91 -2.10 -2.85 -0.636
C 0.18 -2.91 -0.31 -0.296
C 1.29 -1.35 -1.81 -0.338
C 0.91 -1.70 -0.47 0.765
C -1.13 2.47 0.14 -1.820
C -1.59 0.24 1.09 -1.840
C 1.17 1.62 1.78 -1.897
C 1.29 -0.83 0.65 -0.530
C -0.68 1.03 0.14 1.234
C 0.88 0.91 0.51 0.983
O -0.92 0.38 -1.10 -0.608
O 1.61 1.49 -0.52 -0.600
Cl 3.03 -0.92 0.93 -0.179
H 0.09 -4.00 -3.48 0.386
H -1.12 -4.33 -1.19 0.307
H 0.97 -1.74 -3.88 0.317
H -0.17 -3.19 0.70 0.330
H 1.90 -0.47 -1.99 0.337
H -0.87 2.93 1.08 0.378
H -0.73 3.12 -0.60 0.393
H -2.28 2.52 -0.06 0.361
H -0.98 -0.63 1.28 0.278
H -2.49 0.19 0.56 0.545
H -1.94 0.63 1.99 0.378
H 0.67 2.60 1.71 0.427
H 0.83 1.13 2.70 0.287
H 2.21 1.89 1.87 0.444
H 0.74 -1.32 1.52 0.618
H -0.36 0.75 -1.87 0.466
H 2.52 1.32 -0.62 0.484
```

F_max: 3.4 eV Å⁻¹
SMILES string: CC(C)(O)[C@](C)(O)[C@H](Cl)c1ccccc1
DFT total energy: -1078.05599 Eh

[4]
2 unconnected molecules or ions with the total composition C12H17F8I2NO6PS, computed with the ωB97M-V functional and the def2-TZVPD basis.

```
48
Properties=species:S:1:pos:R:3:mulliken_charge:R:1
C 4.46 -2.34 0.17 -1.203
C 3.70 -0.92 0.62 -0.261
I 5.38 0.49 1.03 0.110
C 2.65 -0.36 -0.51 -0.924
I 2.21 -1.88 -2.01 0.084
C 1.29 0.35 0.16 0.180
S 0.08 -0.75 1.08 1.367
O 0.81 -2.09 1.48 -0.652
O -0.21 -0.03 2.45 -0.574
C -1.45 -1.24 0.13 0.629
F -1.64 -0.57 -1.17 -0.213
F -1.31 -2.72 -0.19 -0.277
C -2.86 -1.10 0.96 0.379
F -2.91 -2.19 1.96 -0.284
F -3.05 0.27 1.58 -0.185
C -4.21 -1.31 0.00 0.572
F -4.53 -0.09 -0.81 -0.180
F -5.37 -1.45 0.96 -0.251
F -4.18 -2.57 -0.79 -0.224
O 1.93 1.09 1.30 -0.258
C 2.30 2.50 1.09 0.568
O 3.10 3.32 1.80 -0.537
O 1.61 2.83 -0.16 -0.411
C 0.70 1.72 -0.61 0.375
C 0.91 1.82 -2.25 0.200
C 0.42 3.26 -2.89 -1.004
F 0.23 0.76 -3.02 -0.329
P -0.98 2.36 0.12 0.419
C -0.67 4.14 0.84 -0.958
O -2.21 2.46 -1.12 -0.526
H 5.03 -2.25 -0.85 0.385
H 3.75 -3.28 0.25 0.319
H 5.30 -2.51 1.00 0.396
H 3.23 -1.14 1.67 0.405
H 3.22 0.53 -1.07 0.487
H 2.07 1.73 -2.52 0.240
H -0.75 3.29 -3.12 0.185
H 0.93 3.32 -3.96 0.382
H 0.79 4.19 -2.28 0.226
H -0.08 4.81 0.06 0.284
H 0.02 4.07 1.81 0.327
H -1.68 4.62 1.19 0.394
H -2.21 3.44 -1.41 0.328
N -3.17 -5.32 1.40 -0.426
H -2.87 -5.48 0.43 0.395
H -2.74 -6.02 2.01 0.411
H -2.87 -4.38 1.70 0.227
H -4.19 -5.39 1.46 0.401
```

Total charge: +1
F_max: 10.2 eV Å⁻¹
DFT total energy: -3106.82151 Eh

[5]
A molecular structure, C12H17F9Ni2O8, computed with the ωB97M-V functional and the def2-TZVPD basis.

```
48
Properties=species:S:1:pos:R:3:mulliken_spin:R:1
Ni -0.03 3.26 -1.30 3.017
Ni 1.98 1.23 -2.48 1.925
O 0.85 2.84 -3.05 0.048
H 0.29 2.86 -3.85 0.001
O 1.09 1.65 -0.70 0.061
H 1.16 1.01 0.04 0.001
C 1.72 -2.92 -1.30 -0.004
C 1.55 -1.61 -0.47 -0.039
O 2.77 -1.39 0.25 0.009
C 3.69 -0.57 -0.28 -0.008
O 3.44 0.25 -1.15 -0.007
C 5.07 -0.74 0.37 0.001
F 5.36 0.42 0.92 0.000
F 5.11 -1.62 1.37 0.000
F 5.97 -0.99 -0.60 0.000
H 2.79 -2.99 -1.48 0.000
H 1.12 -2.80 -2.20 0.001
H 1.33 -3.77 -0.74 0.000
H 0.83 -1.90 0.30 0.010
H 1.14 -0.69 -0.89 0.020
C 1.25 0.61 3.05 -0.015
C 0.41 -0.40 3.71 0.003
O -0.04 -1.40 2.79 0.000
C -0.46 -2.60 3.25 0.000
O -0.48 -2.88 4.45 0.000
C -1.02 -3.55 2.16 0.000
F -0.28 -4.63 2.08 0.000
F -2.29 -3.98 2.58 0.000
F -1.13 -3.00 0.96 -0.001
H 1.55 1.38 3.76 0.000
H 0.70 1.11 2.26 0.024
H 2.20 0.19 2.73 -0.002
H -0.54 -0.03 4.09 0.000
H 0.86 -1.02 4.48 0.000
C -4.14 4.08 -2.34 0.017
C -4.10 2.67 -2.82 -0.002
O -3.93 1.67 -1.82 0.005
C -2.67 1.22 -1.45 0.018
O -1.67 1.80 -1.83 -0.108
C -2.68 -0.02 -0.50 0.016
F -2.00 0.19 0.64 0.002
F -3.98 -0.47 -0.19 0.000
F -1.95 -1.05 -1.06 -0.001
H -4.03 4.71 -3.22 -0.001
H -3.25 4.49 -1.86 0.008
H -4.99 4.41 -1.74 0.001
H -3.50 2.55 -3.71 0.000
H -5.10 2.42 -3.19 -0.001
```

<S²>: 8.7568
Total charge: +1
Spin multiplicity: 6
F_max: 4.1 eV Å⁻¹
DFT total energy: -4984.42519 Eh

[6]
2 unconnected molecules or ions with the total composition C12H17I2N2O10S, computed with the ωB97M-V functional and the def2-TZVPD basis.

```
44
Properties=species:S:1:pos:R:3:mulliken_charge:R:1
C 2.25 0.65 -2.57 -1.211
C 1.12 1.46 -1.96 0.555
O 1.30 2.61 -1.63 -0.493
N -0.16 0.79 -1.90 1.127
C -1.24 1.54 -2.54 0.628
C -1.63 1.04 -3.91 -1.295
O -1.76 2.52 -2.07 -0.511
C -0.56 0.11 -0.68 0.358
C -1.37 0.91 0.35 -1.120
C -0.65 2.22 0.64 0.197
C -0.66 2.63 2.09 -0.843
O 0.54 2.11 1.31 -0.346
O -1.59 -0.84 -1.24 -0.549
S -0.77 -1.96 -2.05 1.440
O -1.39 -3.23 -1.98 -0.745
O -0.44 -1.62 -3.40 -0.637
O 0.63 -1.78 -1.26 -0.419
C 0.39 -0.96 -0.04 -0.217
I -0.72 -2.37 1.23 0.466
C 1.78 -0.54 0.43 -0.316
C 2.25 -0.82 1.87 -1.532
C 1.34 -0.32 3.01 -0.370
I 2.92 -2.86 2.15 0.076
H 2.75 1.30 -3.29 0.465
H 1.83 -0.20 -3.10 0.260
H 2.96 0.32 -1.82 0.183
H -2.04 0.04 -3.85 0.234
H -2.32 1.75 -4.35 0.431
H -0.73 1.00 -4.51 0.283
H -1.37 0.44 1.33 0.229
H -2.35 1.18 -0.02 0.557
H -0.75 3.02 -0.08 0.502
H -0.57 1.87 2.86 0.283
H -0.33 3.64 2.26 0.316
H 2.50 -1.05 -0.21 0.703
H 1.96 0.52 0.27 0.049
H 3.17 -0.27 1.96 0.693
H 0.35 -0.10 2.66 -0.178
H 1.81 0.52 3.50 0.247
H 1.26 -1.11 3.75 0.446
N -2.43 -3.55 4.20 0.963
O -2.07 -2.35 4.12 -0.603
O -2.86 -4.01 5.27 -0.669
O -2.35 -4.28 3.18 -0.635
```

Total charge: -1
F_max: 3.4 eV Å⁻¹
DFT total energy: -2322.77841 Eh

[7]
A molecular structure, C12H17MnN2O4, computed with the ωB97M-V functional and the def2-TZVPD basis.

```
36
Properties=species:S:1:pos:R:3:mulliken_spin:R:1
Mn 0.43 -0.11 -3.00 4.786
O -0.11 -0.51 -1.21 0.137
H -0.14 -0.89 -0.33 0.021
C 0.18 -2.80 1.13 0.001
C 0.74 -2.19 2.41 -0.001
C 1.10 -0.69 2.27 0.000
O 0.46 -0.05 3.35 0.000
C -0.43 -0.87 3.90 0.000
O -1.22 -0.56 4.73 0.000
O -0.33 -2.11 3.37 0.000
H 0.90 -2.85 0.31 -0.001
H -0.69 -2.19 0.86 -0.004
H -0.21 -3.80 1.27 0.000
H 1.62 -2.69 2.81 0.000
H 0.75 -0.30 1.31 0.002
H 2.17 -0.48 2.29 0.000
N -2.60 0.47 0.02 0.000
C -3.04 0.63 1.31 0.000
C -4.03 1.57 1.33 0.000
C -4.21 2.01 0.00 0.000
C -3.33 1.32 -0.79 0.000
H -1.87 -0.12 -0.36 0.005
H -2.55 0.08 2.09 0.000
H -4.57 1.91 2.20 0.000
H -4.97 2.72 -0.28 0.000
H -3.20 1.39 -1.86 0.000
N 3.63 0.28 -3.26 0.014
C 2.91 0.29 -2.09 -0.036
C 2.14 1.44 -2.03 0.043
C 2.46 2.17 -3.23 -0.029
C 3.36 1.43 -3.95 0.036
H 4.34 -0.39 -3.53 0.001
H 3.00 -0.55 -1.41 -0.002
H 1.42 1.74 -1.28 0.029
H 2.00 3.12 -3.47 -0.002
H 3.91 1.58 -4.86 0.001
```

<S²>: 8.7556
Total charge: +1
Spin multiplicity: 6
F_max: 2.6 eV Å⁻¹
DFT total energy: -2028.63013 Eh

Which formula does entry 6 have? C12H17I2N2O10S

Look up the F_max of the sixth one. 3.4 eV Å⁻¹